a:
Molecular formula: C3H4BrF
Method: DFT, ωB97M-V with the def2-TZVPD basis set

Output
* spin multiplicity: 1
* orbital gap (alpha / beta): 0.3349 / 0.3120 Eh

Each line ends with the natural charge from an NBO analysis.
Positions of all 9 atoms, in Å:
C1 1.096 -1.379 -0.004  -0.67
C2 1.427 -0.142 -0.129  0.48
C3 -1.508 1.247 -0.028  -0.48
F1 2.495 0.566 0.012  -0.30
Br1 -2.551 -0.288 0.149  0.10
H1 1.715 -2.363 0.111  0.24
H2 -0.025 -1.466 -0.220  0.25
H3 -1.542 2.094 -0.736  0.20
H4 -1.108 1.731 0.845  0.18



b:
Molecular formula: C3H4BrF
Method: DFT, ωB97M-V with the def2-TZVPD basis set

Output
* spin multiplicity: 1
* orbital gap (alpha / beta): 0.2963 / 0.3003 Eh

Each line ends with the natural charge from an NBO analysis.
Positions of all 9 atoms, in Å:
C1 -0.098 0.205 0.266  -0.55
C2 1.406 -0.483 0.101  0.25
C3 -1.348 -0.013 -0.383  -0.20
F1 2.307 0.009 1.009  -0.34
Br1 -3.025 -0.347 0.578  0.02
H1 -0.100 0.639 1.200  0.24
H2 0.431 0.848 -0.570  0.28
H3 1.731 -0.391 -0.867  0.11
H4 -1.303 -0.466 -1.333  0.19



So which one is most stable? That would be b, about 15.0 kcal/mol below the next structure.



a:
Molecular formula: C12H19MnN2O16
Method: DFT, ωB97M-V with the def2-TZVPD basis set

Output
* total charge: -1
* spin multiplicity: 6
* orbital gap (alpha / beta): 0.1525 / 0.1713 Eh

Each line ends with the natural charge from an NBO analysis.
Positions of all 50 atoms, in Å:
Mn1 -1.421 -0.878 1.909  1.59
O1 -1.204 -1.678 4.619  -1.10
H1 -0.460 -1.638 5.250  0.42
N1 -4.576 -3.686 1.739  0.73
O2 -4.960 -4.663 1.072  -0.57
O3 -4.924 -3.563 2.893  -0.51
O4 -3.830 -2.852 1.303  -0.62
N2 -4.442 1.669 3.389  0.72
O5 -5.053 2.718 3.369  -0.53
O6 -4.605 0.896 4.338  -0.53
O7 -3.616 1.363 2.549  -0.62
C1 2.200 6.382 4.140  -0.64
C2 2.472 4.874 4.307  0.08
C3 1.653 4.118 5.412  -0.09
O8 1.091 3.037 4.710  -0.46
C4 1.533 3.050 3.429  0.97
O9 1.172 2.130 2.669  -0.60
O10 2.233 4.166 3.112  -0.47
H2 1.297 6.654 3.593  0.23
H3 2.848 6.789 3.364  0.22
H4 2.321 6.878 5.103  0.22
H5 3.529 4.803 4.566  0.17
H6 0.968 4.780 5.942  0.20
H7 2.382 3.809 6.161  0.18
C5 -0.981 3.315 -5.679  -0.65
C6 -1.008 1.862 -5.111  0.06
C7 0.350 1.352 -4.949  -0.10
O11 0.262 0.579 -3.786  -0.46
C8 -0.782 0.841 -3.113  0.98
O12 -1.119 0.452 -1.942  -0.62
O13 -1.547 1.702 -3.823  -0.47
H8 -1.905 3.888 -5.601  0.24
H9 -0.509 3.475 -6.649  0.22
H10 -0.395 3.990 -5.055  0.22
H11 -1.583 1.199 -5.759  0.18
H12 1.171 2.067 -4.998  0.20
H13 0.525 0.578 -5.697  0.20
C9 2.870 -5.843 -3.066  -0.63
C10 1.458 -5.525 -2.579  0.06
C11 0.956 -6.641 -1.717  -0.09
O14 0.393 -5.909 -0.625  -0.48
C12 0.882 -4.638 -0.617  0.98
O15 0.535 -3.720 0.107  -0.59
O16 1.488 -4.450 -1.755  -0.48
H14 2.704 -6.734 -3.672  0.21
H15 3.588 -6.247 -2.352  0.22
H16 3.403 -4.999 -3.502  0.23
H17 0.675 -5.278 -3.297  0.19
H18 1.748 -7.311 -1.381  0.18
H19 0.212 -7.161 -2.321  0.20



b:
Molecular formula: C12H19MnN2O16
Method: DFT, ωB97M-V with the def2-TZVPD basis set

Output
* total charge: -1
* spin multiplicity: 6
* orbital gap (alpha / beta): 0.1790 / 0.2044 Eh

Each line ends with the natural charge from an NBO analysis.
Positions of all 50 atoms, in Å:
Mn1 -0.586 -1.390 -1.916  1.54
O1 -1.852 -2.849 -2.379  -1.20
H1 -2.648 -2.466 -1.982  0.40
N1 1.590 -3.344 -3.461  0.73
O2 2.816 -3.438 -3.615  -0.53
O3 0.783 -4.033 -4.112  -0.46
O4 1.098 -2.549 -2.594  -0.66
N2 -1.064 -0.525 -5.042  0.73
O5 -0.971 0.473 -5.784  -0.54
O6 -1.456 -1.623 -5.475  -0.46
O7 -0.779 -0.428 -3.800  -0.66
C1 3.948 3.207 -0.616  -0.62
C2 3.189 2.162 0.194  0.07
C3 1.937 2.737 0.888  -0.09
O8 0.855 2.059 0.245  -0.50
C4 1.315 1.136 -0.607  1.00
O9 0.656 0.375 -1.238  -0.58
O10 2.638 1.254 -0.753  -0.46
H2 4.710 2.717 -1.219  0.24
H3 4.468 3.923 0.024  0.21
H4 3.243 3.744 -1.250  0.22
H5 3.818 1.760 0.989  0.18
H6 1.900 3.821 0.786  0.19
H7 1.934 2.459 1.940  0.18
C5 -3.691 3.083 1.746  -0.62
C6 -3.569 2.656 0.299  0.07
C7 -2.382 3.256 -0.482  -0.09
O11 -1.945 2.116 -1.235  -0.46
C8 -2.423 0.988 -0.717  1.01
O12 -2.054 -0.103 -1.014  -0.60
O13 -3.319 1.256 0.247  -0.49
H8 -2.711 2.964 2.206  0.21
H9 -4.421 2.445 2.241  0.23
H10 -4.073 4.102 1.804  0.22
H11 -4.505 2.794 -0.249  0.18
H12 -1.619 3.556 0.241  0.17
H13 -2.582 4.119 -1.110  0.21
C9 1.301 -4.669 3.263  -0.62
C10 0.171 -3.631 3.093  0.06
C11 0.599 -2.230 3.449  -0.09
O14 0.340 -1.477 2.275  -0.49
C12 0.004 -2.288 1.257  1.01
O15 -0.255 -1.945 0.155  -0.58
O16 -0.169 -3.547 1.721  -0.46
H14 0.908 -5.599 2.855  0.24
H15 1.529 -4.860 4.314  0.21
H16 2.214 -4.310 2.793  0.22
H17 -0.716 -3.902 3.667  0.19
H18 1.679 -2.113 3.592  0.18
H19 0.147 -1.844 4.363  0.19



So which one is most stable? That would be b, about 191.9 kcal/mol below the next structure.



a:
Molecular formula: C6H14FeO3
Method: DFT, ωB97M-V with the def2-TZVPD basis set

Output
* total charge: +2
* spin multiplicity: 5
* orbital gap (alpha / beta): 0.2475 / 0.2411 Eh

Each line ends with the natural charge from an NBO analysis.
Positions of all 24 atoms, in Å:
H1 -1.295 1.207 -1.605  0.12
C1 -2.135 0.499 -2.143  -0.85
H2 -2.480 -0.542 -2.196  0.28
H3 -1.883 0.695 -3.193  0.24
H4 -3.029 1.007 -1.758  0.25
C2 0.717 2.379 -0.625  0.39
O1 1.572 1.602 -0.111  -0.36
C3 1.501 1.249 1.308  -0.12
C4 1.809 -0.217 1.480  -0.10
O2 1.061 -1.038 0.604  -0.65
C5 0.046 -1.937 1.100  -0.11
C6 -1.117 -1.878 0.115  -0.11
O3 -0.741 -1.752 -1.224  -0.83
H5 -0.026 2.859 0.026  0.23
H6 0.999 2.801 -1.596  0.25
H7 0.501 1.510 1.676  0.23
H8 2.264 1.860 1.803  0.27
H9 1.573 -0.503 2.515  0.26
H10 2.861 -0.396 1.231  0.23
H11 -0.281 -1.641 2.105  0.22
H12 0.506 -2.932 1.168  0.22
H13 -1.697 -0.976 0.385  0.17
H14 -1.751 -2.765 0.293  0.23
Fe1 1.025 -1.089 -1.356  1.52



b:
Molecular formula: C6H14FeO3
Method: DFT, ωB97M-V with the def2-TZVPD basis set

Output
* total charge: +2
* spin multiplicity: 5
* orbital gap (alpha / beta): 0.3281 / 0.2812 Eh

Each line ends with the natural charge from an NBO analysis.
Positions of all 24 atoms, in Å:
H1 -1.728 -1.615 0.935  0.18
C1 -1.000 1.791 -2.262  0.21
O1 -0.470 1.366 -3.454  -0.44
C2 0.878 1.016 -3.183  -0.12
C3 0.761 0.255 -1.870  -0.11
O2 -0.407 0.874 -1.265  -0.70
C4 -0.966 -2.249 1.412  -0.65
C5 0.299 -1.479 1.692  -0.09
O3 -0.027 -0.092 1.901  -0.67
C6 0.365 0.407 3.186  -0.27
H2 -0.702 2.823 -2.016  0.19
H3 -2.088 1.663 -2.249  0.22
H4 1.497 1.920 -3.070  0.21
H5 1.257 0.398 -4.002  0.26
H6 1.632 0.375 -1.218  0.22
H7 0.529 -0.806 -2.012  0.23
H8 -0.742 -3.060 0.708  0.27
H9 0.985 -1.518 0.819  0.20
H10 0.806 -1.842 2.596  0.24
H11 -1.363 -2.729 2.322  0.27
H12 -0.185 1.336 3.364  0.21
H13 0.113 -0.338 3.951  0.24
H14 1.443 0.607 3.181  0.23
Fe1 -0.887 0.897 0.535  1.67



So which one is most stable? That would be b, about 67.9 kcal/mol below the next structure.



a:
Molecular formula: C8H11N2O
Method: DFT, ωB97M-V with the def2-TZVPD basis set

Output
* total charge: +1
* spin multiplicity: 1
* orbital gap (alpha / beta): 0.2801 / 0.2585 Eh

Each line ends with the natural charge from an NBO analysis.
Positions of all 22 atoms, in Å:
C1 0.888 -2.382 -0.072  -0.13
C2 1.751 -1.538 0.616  -0.19
C3 -0.447 -2.014 -0.170  -0.19
C4 1.269 -0.391 1.197  0.06
C5 -0.886 -0.854 0.423  0.04
C6 0.423 0.072 -2.988  -0.01
C7 -2.318 2.419 2.183  0.01
C8 -0.487 1.071 1.766  0.22
N1 -0.041 -0.058 1.120  -0.27
N2 0.989 0.434 -1.931  -0.65
O1 -1.742 1.406 1.665  -0.34
H1 1.246 -3.295 -0.519  0.25
H2 2.800 -1.771 0.703  0.25
H3 -1.154 -2.629 -0.703  0.25
H4 1.912 0.283 1.740  0.23
H5 -1.916 -0.541 0.362  0.24
H6 0.718 0.343 -4.001  0.17
H7 -0.438 -0.580 -2.902  0.15
H8 -1.784 3.137 2.788  0.17
H9 -3.371 2.523 1.991  0.20
H10 0.219 1.671 2.321  0.19
H11 1.793 1.047 -2.072  0.35



b:
Molecular formula: C8H11N2O
Method: DFT, ωB97M-V with the def2-TZVPD basis set

Output
* total charge: +1
* spin multiplicity: 1
* orbital gap: 0.3142 Eh
* structure (SMILES): c1cc[n+]([C@H]2NCCO2)cc1

Each line ends with the natural charge from an NBO analysis.
Positions of all 22 atoms, in Å:
C1 2.729 -0.173 2.194  -0.09
C2 2.938 0.406 0.890  -0.20
C3 1.887 0.651 0.097  0.03
N1 0.614 0.420 0.501  -0.29
C4 -0.552 0.868 -0.385  0.42
N2 -0.450 0.284 -1.687  -0.65
C5 -1.699 -0.488 -1.887  -0.25
C6 -2.368 -0.495 -0.397  -0.08
O1 -1.770 0.657 0.104  -0.49
C7 0.405 -0.117 1.700  0.13
C8 1.465 -0.427 2.539  -0.25
H1 3.614 -0.483 2.799  0.26
H2 3.951 0.582 0.547  0.26
H3 2.133 0.718 -0.966  0.24
H4 -0.391 1.945 -0.538  0.20
H5 0.451 0.015 -1.975  0.39
H6 -1.529 -1.487 -2.347  0.23
H7 -2.545 0.019 -2.580  0.21
H8 -3.450 -0.315 -0.433  0.22
H9 -2.139 -1.280 0.292  0.17
H10 -0.636 -0.403 1.896  0.25
H11 1.093 -0.985 3.445  0.27



c:
Molecular formula: C8H11N2O
Method: DFT, ωB97M-V with the def2-TZVPD basis set

Output
* total charge: +1
* spin multiplicity: 1
* orbital gap (alpha / beta): 0.2608 / 0.2608 Eh
* structure (SMILES): C=C(C)C/C=C\[N+](O)=C/C#N

Each line ends with the natural charge from an NBO analysis.
Positions of all 22 atoms, in Å:
C1 -1.686 -0.898 -0.276  -0.35
C2 -1.174 0.378 -0.055  -0.02
C3 -1.456 1.590 -0.911  -0.65
C4 -0.563 0.717 1.320  -0.54
C5 0.389 -0.304 1.863  -0.02
C6 1.090 -1.214 1.153  -0.12
N1 1.190 -1.173 -0.268  0.08
O1 1.142 -2.365 -0.985  -0.48
C7 1.205 -0.116 -0.981  0.08
C8 1.805 1.046 -0.557  0.16
N2 2.310 1.981 -0.078  -0.11
H1 -1.479 -1.648 0.393  0.20
H2 -2.126 -1.172 -1.327  0.23
H3 -1.663 2.360 -0.256  0.23
H4 -2.266 1.462 -1.663  0.25
H5 -0.592 1.873 -1.520  0.21
H6 -1.316 0.737 2.067  0.27
H7 -0.091 1.817 1.422  0.28
H8 0.591 -0.275 2.886  0.25
H9 1.720 -2.016 1.593  0.27
H10 1.727 -2.416 -1.771  0.51
H11 1.243 -0.364 -2.049  0.27



So which one is most stable? That would be b, about 55.4 kcal/mol below the next structure.



a:
Molecular formula: C4H7BO2
Method: DFT, ωB97M-V with the def2-TZVPD basis set

Output
* spin multiplicity: 1
* orbital gap: 0.3172 Eh

Each line ends with the natural charge from an NBO analysis.
Positions of all 14 atoms, in Å:
B1 2.016 0.506 -0.192  1.11
C1 0.425 -0.697 1.267  -0.37
C2 -0.513 -0.450 0.399  -0.10
C3 -0.243 0.355 -0.909  -0.09
C4 -2.038 -0.708 0.429  -0.65
O1 1.106 0.700 -1.138  -0.74
O2 3.272 1.029 -0.188  -0.94
H1 0.608 -0.937 2.294  0.21
H2 -0.527 -0.237 -1.755  0.20
H3 -0.675 1.290 -0.603  0.20
H4 -2.416 0.072 0.957  0.22
H5 -2.198 -1.650 0.979  0.23
H6 -2.401 -0.821 -0.619  0.21
H7 3.582 1.547 -0.921  0.51



b:
Molecular formula: C4H7BO2
Method: DFT, ωB97M-V with the def2-TZVPD basis set

Output
* spin multiplicity: 1
* orbital gap: 0.3357 Eh
* structure (SMILES): CB(C=O)CC=O

Each line ends with the natural charge from an NBO analysis.
Positions of all 14 atoms, in Å:
C1 -0.269 -1.714 0.711  -1.04
B1 -0.421 -0.284 0.202  0.80
C2 -1.918 0.349 -0.190  0.18
O1 -2.630 0.204 -1.189  -0.52
C3 0.505 0.925 0.005  -0.90
C4 1.793 0.717 -0.676  0.48
O2 2.166 -0.199 -1.339  -0.52
H1 -1.229 -2.321 0.788  0.26
H2 0.302 -1.769 1.702  0.26
H3 0.437 -2.038 -0.179  0.29
H4 -2.089 1.344 0.463  0.08
H5 0.099 1.648 -0.654  0.27
H6 0.846 1.483 0.923  0.28
H7 2.406 1.654 -0.568  0.09



So which one is most stable? That would be a, about 11.3 kcal/mol below the next structure.



a:
Molecular formula: C2H7N
Method: DFT, ωB97M-V with the def2-TZVPD basis set

Output
* spin multiplicity: 1
* orbital gap: 0.4187 Eh
* structure (SMILES): C=C.N

Each line ends with the natural charge from an NBO analysis.
Positions of all 10 atoms, in Å:
C1 -1.339 -0.532 -0.025  -0.40
C2 -1.137 0.756 -0.150  -0.40
H1 -0.693 -1.314 -0.535  0.18
H2 -2.192 -1.050 0.495  0.20
H3 -0.287 1.264 -0.582  0.23
H4 -1.827 1.423 0.404  0.19
N1 1.847 0.131 -0.049  -1.07
H5 1.382 0.196 0.839  0.36
H6 1.428 -0.752 -0.513  0.36
H7 2.816 -0.123 0.116  0.36



b:
Molecular formula: C2H7N
Method: DFT, ωB97M-V with the def2-TZVPD basis set

Output
* spin multiplicity: 1
* orbital gap: 0.3927 Eh
* structure (SMILES): [H]/N=C/C.[H][H]

Each line ends with the natural charge from an NBO analysis.
Positions of all 10 atoms, in Å:
H1 1.228 -0.386 1.637  0.34
N1 0.350 -0.272 1.138  -0.66
C1 0.539 0.205 -0.024  0.10
C2 -0.610 0.735 -0.831  -0.68
H2 1.497 0.510 -0.455  0.16
H3 -1.455 1.046 -0.207  0.24
H4 -0.565 1.394 -1.686  0.23
H5 -0.524 -0.441 -0.988  0.27
H6 -0.864 -3.190 -0.605  0.00
H7 -1.197 -2.632 -0.256  0.00



So which one is most stable? That would be a, about 40.4 kcal/mol below the next structure.



a:
Molecular formula: C2H8N2O2
Method: DFT, ωB97M-V with the def2-TZVPD basis set

Output
* total charge: +1
* spin multiplicity: 2
* orbital gap (alpha / beta): 0.4032 / 0.1937 Eh

Each line ends with the natural charge from an NBO analysis.
Positions of all 14 atoms, in Å:
N1 -1.313 -0.760 -0.150  -0.42
C1 -0.111 -1.325 -0.717  -0.36
C2 1.051 -0.908 0.235  0.64
N2 1.479 0.408 -0.058  -0.71
O1 1.635 -1.449 1.150  -0.40
H1 -2.101 -0.978 -0.737  0.43
H2 -1.450 -0.802 0.865  0.43
H3 -0.037 -2.367 -0.841  0.30
H4 -0.007 -0.999 -1.762  0.27
H5 1.300 0.873 -0.853  0.39
H6 2.083 0.885 0.531  0.42
H7 -1.088 1.686 0.893  0.44
H8 -0.374 2.994 0.486  0.45
O2 -1.067 2.743 0.957  -0.89



b:
Molecular formula: C2H8N2O2
Method: DFT, ωB97M-V with the def2-TZVPD basis set

Output
* total charge: +1
* spin multiplicity: 2
* orbital gap (alpha / beta): 0.4004 / 0.1854 Eh

Each line ends with the natural charge from an NBO analysis.
Positions of all 14 atoms, in Å:
N1 -0.718 -1.520 -0.386  -0.74
C1 -1.548 -0.393 -0.772  0.02
O1 -0.849 0.970 -0.726  -0.59
H1 -0.220 -1.854 -1.162  0.38
H2 -0.190 -1.355 0.403  0.37
H3 -1.821 -0.416 -1.873  0.23
H4 -2.491 -0.339 -0.108  0.23
H5 -0.995 1.129 0.297  0.48
C2 1.266 0.743 1.443  0.47
N2 1.616 0.565 0.079  -0.49
O2 1.070 -0.277 2.079  -0.41
H6 1.363 1.844 1.618  0.19
H7 1.725 -0.366 -0.266  0.42
H8 1.792 1.270 -0.626  0.44



So which one is most stable? That would be a, about 6.5 kcal/mol below the next structure.